Record 1
ORCA calculation (ωB97M-V with the def2-TZVPD basis set) on a molecular structure, C27H27Br48N3O2 at a distorted geometry.

ORCA input file:
```
! RIJCOSX wB97M-V def2-TZVPD def2/J DEFGRID3
* xyz 0 1
C 3.4382 1.8427 -0.0578
C 3.7880 2.6074 -1.4306
C 3.5930 4.2237 -1.3298
C 2.0164 4.5916 -1.4166
C 1.5579 6.0813 -1.4209
N 0.2168 6.5556 -1.5197
C -0.6684 5.4257 -1.6345
C -2.2135 5.7489 -1.7993
C -3.3133 4.6663 -1.9351
C -2.8530 3.1559 -1.8830
O -3.7769 2.0341 -1.9898
N -3.6198 1.5815 -3.2847
O -2.9615 0.5851 -3.3077
C -1.3599 2.8053 -1.7159
C -0.2565 3.9355 -1.6060
N 1.1090 3.4947 -1.4861
H 4.0974 0.9045 0.0118
H 3.5535 2.4904 0.8810
H 2.3436 1.4670 -0.0853
H 4.8884 2.3952 -1.7133
H 3.1641 2.1494 -2.2862
H 4.1006 4.6678 -0.4045
H 4.0471 4.6469 -2.3090
H 2.3872 6.8808 -1.3551
H -2.5542 6.8485 -1.8226
H -4.4271 4.8948 -2.0673
H -1.0125 1.7190 -1.6669
C 4.2327 6.8575 2.4337
Br 4.2175 4.9190 2.5033
Br 5.8216 7.5952 3.2679
Br 3.9965 7.5131 0.6230
H 3.3773 7.2035 3.0128
C 8.0942 4.0746 2.4271
Br 8.1010 2.1350 2.4862
Br 9.6771 4.8293 3.2578
Br 7.8398 4.7399 0.6224
H 7.2374 4.4079 3.0129
C 8.0428 9.9500 5.8111
Br 8.5695 8.6491 4.4715
Br 7.3987 11.5927 5.0054
Br 6.7619 9.2117 7.0669
H 8.9371 10.2026 6.3791
C 5.1644 -0.6770 -3.8949
Br 4.1917 -1.0471 -2.2579
Br 5.9706 1.0880 -3.8726
Br 6.4679 -2.0590 -4.2873
H 4.4374 -0.6847 -4.7059
C -3.7003 -2.1152 -5.9099
Br -3.1793 -3.4212 -7.2458
Br -4.3507 -0.4758 -6.7202
Br -4.9718 -2.8482 -4.6421
H -2.8027 -1.8585 -5.3480
C -1.4646 -3.4268 -1.7916
Br -0.9489 -4.7306 -3.1335
Br -2.1103 -1.7832 -2.5936
Br -2.7403 -4.1592 -0.5268
H -0.5661 -3.1759 -1.2294
C -5.3751 -7.3212 1.1608
Br -5.2505 -7.5173 -0.7650
Br -5.5826 -5.4644 1.6845
Br -6.7694 -8.4410 1.9115
H -4.4300 -7.6661 1.5780
C -11.2749 -7.9890 1.6012
Br -10.6818 -8.7218 -0.0943
Br -11.3125 -9.3359 2.9956
Br -10.2290 -6.4414 2.1240
H -12.2990 -7.6480 1.4596
C -3.2638 -3.3055 -11.6193
Br -2.8795 -5.1436 -11.1315
Br -4.8939 -2.6655 -10.7860
Br -1.7610 -2.1337 -11.2557
H -3.4279 -3.2889 -12.6958
C 10.4805 -4.1269 -3.6466
Br 9.3979 -3.8831 -5.2381
Br 9.6738 -3.2936 -2.0918
Br 10.8887 -5.9971 -3.3326
H 11.4276 -3.6195 -3.8248
C -15.6069 -8.9885 4.0008
Br -16.0137 -10.8333 3.5620
Br -14.6383 -8.8419 5.6754
Br -14.6799 -8.0912 2.5520
H -16.5580 -8.4755 4.1364
C 13.7766 4.1986 4.1603
Br 13.3271 2.9177 5.5457
Br 12.7762 5.8496 4.3539
Br 15.6871 4.5209 4.0675
H 13.4811 3.7568 3.2095
C -7.5467 0.4347 -2.4526
Br -8.3604 2.1956 -2.3967
Br -6.5605 0.1472 -4.0984
Br -6.4504 0.0965 -0.8882
H -8.3580 -0.2918 -2.4360
C 1.0396 2.3374 3.2301
Br -0.0506 2.6101 1.6495
Br 0.2561 3.1686 4.7985
Br 1.4253 0.4598 3.5271
H 1.9929 2.8337 3.0495
C -11.1637 -9.3226 7.9738
Br -11.5753 -11.1669 7.5348
Br -10.2041 -9.1777 9.6537
Br -10.2271 -8.4303 6.5288
H -12.1140 -8.8065 8.1044
C 5.5377 0.0522 4.7372
Br 6.0657 -1.2373 3.3875
Br 4.8788 1.6948 3.9434
Br 4.2695 -0.6998 5.9977
H 6.4336 0.3086 5.3012
*
```

The value obtained for the total energy is -3399026.99317 eV. As for the HOMO-LUMO gap: 7.8 eV. The value obtained for the highest occupied orbital energy is -8.9 eV.

***

Record 2
ORCA calculation (ωB97M-V with the def2-TZVPD basis set) on a gas-phase ion, C5H8NO2S3 (charge +1) at a distorted geometry.

ORCA input file:
```
! RIJCOSX wB97M-V def2-TZVPD def2/J DEFGRID3
* xyz 1 1
C -2.1668 2.0995 -1.4118
O -1.0858 1.6289 -0.6360
C -0.9828 0.3420 -0.3664
O -1.7375 -0.5119 -0.7226
C 0.1901 -0.0909 0.5200
C 1.3039 0.9577 0.3791
S 1.4527 2.2903 1.2397
S 2.4524 0.4183 -0.7868
S 1.6895 -1.4027 -1.2871
C 0.6020 -1.5290 0.1400
N 1.3390 -2.0382 1.3078
H -1.9030 3.0676 -1.9321
H -2.9060 2.2839 -0.5839
H -2.5419 1.2403 -2.0736
H -0.0718 0.1177 1.5486
H -0.2659 -2.1247 -0.0936
H 1.1857 -1.6302 2.2150
H 2.2795 -2.0965 0.9643
H 1.1667 -3.0221 1.5794
*
```

The value obtained for the total energy is -43397.51456 eV. As for the structure (SMILES): COC(=O)[C@@H]1C(=S)SS[C@H]1[NH3+]. As for the HOMO-LUMO gap: 8.5 eV. The value obtained for the highest occupied orbital energy is -12.6 eV.

***

Record 3
ORCA calculation (ωB97M-V with the def2-TZVPD basis set) on a single C6H6 molecule at a distorted geometry.

ORCA input file:
```
! RIJCOSX wB97M-V def2-TZVPD def2/J DEFGRID3
* xyz 0 1
C -3.7979 -0.7767 -0.0250
C -3.0641 0.1823 0.1064
C -2.3568 1.3020 0.2195
C 0.6252 0.4867 -0.3877
C -0.7473 0.9665 -0.3346
C 1.4999 -0.1094 0.6523
H -4.2303 -1.8301 -0.0687
H 1.0614 0.7562 -1.2867
H -1.0345 1.3996 -1.2357
H 2.2309 0.6088 1.1492
H 2.3735 -0.6671 0.0941
H 1.0387 -0.6636 1.5216
*
```

The value obtained for the total energy is -6310.84265 eV. As for the HOMO-LUMO gap: 7.2 eV. The value obtained for the highest occupied orbital energy is -8.5 eV.

***

Record 4
ORCA calculation (ωB97M-V with the def2-TZVPD basis set) on a molecular structure, C26H26BErF4IO2P2S2.

ORCA input file:
```
! RIJCOSX wB97M-V def2-TZVPD def2/J DEFGRID3
* xyz 0 3
Er 0.1841 2.1276 0.2852
I 3.2943 1.8404 0.7554
C 4.4627 0.1765 0.2048
C 5.7981 0.5105 0.2474
C 6.8120 -0.4248 -0.0073
C 6.4589 -1.7075 -0.2799
C 5.0977 -2.0925 -0.3280
C 4.8310 -3.4594 -0.5815
C 3.5547 -3.9269 -0.6260
C 2.5065 -3.0166 -0.4546
C 2.6963 -1.6710 -0.2319
P 1.0844 -0.7557 -0.1254
C 0.3593 -1.6252 1.3107
C 0.6640 -1.0985 2.5647
C 0.1847 -1.6973 3.7172
C -0.6173 -2.8246 3.6269
C -0.9322 -3.3506 2.3826
C -0.4462 -2.7560 1.2293
C 0.2087 -1.3919 -1.5981
C 0.8863 -1.6204 -2.7953
C 0.1888 -1.9447 -3.9485
C -1.1930 -2.0541 -3.9220
C -1.8757 -1.8256 -2.7364
C -1.1834 -1.4827 -1.5854
C 4.0382 -1.1569 -0.1184
H 6.0924 1.5205 0.4941
H 7.8466 -0.1160 0.0325
H 7.2071 -2.4677 -0.4606
H 5.6739 -4.1222 -0.7262
H 3.3371 -4.9709 -0.8020
H 1.4982 -3.4014 -0.5225
H 1.2821 -0.2057 2.6444
H 0.4271 -1.2740 4.6823
H -1.0055 -3.2881 4.5238
H -1.5641 -4.2254 2.3071
H -0.7089 -3.1734 0.2654
H 1.9647 -1.5422 -2.8372
H 0.7308 -2.1142 -4.8693
H -1.7339 -2.3114 -4.8226
H -2.9542 -1.9067 -2.7005
H -1.7339 -1.2811 -0.6742
C -5.0678 0.3669 -1.9646
C -3.9930 1.3443 -1.5536
O -4.2868 1.8018 -0.2207
P -3.0830 2.3097 0.7089
S -2.0444 3.7426 -0.1742
S -1.9479 0.7699 1.2888
O -3.8873 2.8108 1.9814
C -4.7482 3.9704 1.8797
C -4.4967 4.8559 3.0755
H -4.9032 0.0434 -2.9924
H -6.0524 0.8285 -1.9059
H -5.0597 -0.5089 -1.3160
H -3.9560 2.2178 -2.2078
H -3.0062 0.8701 -1.5625
H -5.7733 3.5990 1.8480
H -4.5402 4.5019 0.9488
H -4.6594 4.3095 4.0033
H -5.1768 5.7079 3.0533
H -3.4741 5.2295 3.0631
F 0.6207 5.8374 -0.5808
B 1.3724 4.7492 -0.3167
F 1.0267 3.6428 -1.2173
F 0.9982 4.1476 0.9749
F 2.7165 4.9597 -0.3331
*
```

The value obtained for the total energy is -119005.33277 eV. As for the HOMO-LUMO gap (alpha / beta): 7.1 / 4.5 eV. As for the expectation value of S²: 2.052. The value obtained for the highest occupied orbital energy (alpha / beta) is -7.5 / -4.9 eV.

***

Record 5
ORCA calculation (ωB97M-V with the def2-TZVPD basis set) on a molecular structure, C4H11NO3 at a distorted geometry.

ORCA input file:
```
! RIJCOSX wB97M-V def2-TZVPD def2/J DEFGRID3
* xyz 0 1
C 0.1840 0.5753 -0.6847
C -0.5298 -0.2406 0.4216
C 1.9105 0.7274 0.4000
C -1.6638 -1.1308 -0.0869
N 0.5539 -1.0100 1.0236
O -0.7221 1.5619 -1.1668
O 0.5990 -0.2322 -1.7708
O -1.0282 0.6045 1.4434
H -0.1806 2.2625 -1.5524
H -0.1928 -0.5109 -2.2644
H -1.2909 1.4293 1.0075
H 0.5687 -0.9510 2.0373
H 0.9530 -1.7030 0.3979
H 2.5888 0.0817 0.9563
H 1.6416 1.5980 0.9866
H 2.4638 0.9735 -0.5006
H -2.1620 -1.6393 0.7422
H -1.3023 -1.8938 -0.7805
H -2.3906 -0.5025 -0.6091
*
```

The value obtained for the total energy is -11955.63952 eV. As for the HOMO-LUMO gap: 8.7 eV. The value obtained for the highest occupied orbital energy is -8.1 eV.

***

Record 6
ORCA calculation (ωB97M-V with the def2-TZVPD basis set) on a single C8H14N2O6 molecule at a distorted geometry.

ORCA input file:
```
! RIJCOSX wB97M-V def2-TZVPD def2/J DEFGRID3
* xyz 0 1
N 0.1370 1.4351 1.3484
C 0.7661 1.5929 0.0621
C 1.3845 0.3160 -0.5221
C 2.4523 -0.2994 0.3583
C 3.6064 -1.0736 -0.3579
O 3.5785 -1.4015 -1.4973
O 4.6227 -1.2076 0.4959
C -0.3518 1.9020 -0.9496
O -0.3444 2.7073 -1.8413
N -1.2638 0.8801 -1.0089
C -1.7124 -0.2912 -0.1842
C -2.8055 0.0257 0.8069
O -2.9625 -1.1785 1.5824
C -1.9989 -1.3822 -1.2286
O -1.8810 -1.1336 -2.4061
O -2.7164 -2.4633 -0.7977
H 0.6509 0.7130 1.8871
H 0.1113 2.2614 1.8198
H 1.3521 2.5364 0.1833
H 0.5828 -0.3686 -0.7992
H 1.8636 0.6683 -1.4623
H 2.0614 -0.9582 1.0425
H 3.0705 0.5393 0.7923
H 5.3390 -1.7417 0.2366
H -1.6290 0.8754 -1.9644
H -0.7989 -0.6824 0.4097
H -3.7564 0.1982 0.3241
H -2.6288 0.9764 1.4988
H -3.7053 -0.9882 2.1327
H -3.0238 -2.4574 0.0386
*
```

The value obtained for the total energy is -23787.33649 eV. As for the structure (SMILES): N[C@@H](CCC(=O)O)C(=O)N[C@@H](CO)C(=O)O. As for the HOMO-LUMO gap: 9.6 eV. The value obtained for the highest occupied orbital energy is -9.3 eV.

***

Record 7
ORCA calculation (ωB97M-V with the def2-TZVPD basis set) on a molecular structure, C41H59LiN9O4SSbSi at a distorted geometry.

ORCA input file:
```
! RIJCOSX wB97M-V def2-TZVPD def2/J DEFGRID3
* xyz 0 1
Li -0.5239 -1.7940 0.1604
C 1.9506 -0.8063 5.0470
N 0.9897 -1.2227 4.0185
C 0.9035 -1.1290 2.6729
N -0.2262 -1.6083 2.2453
C -0.8104 -2.0701 3.3667
N -0.1312 -1.8357 4.4714
C 2.1395 0.7100 4.8077
C 1.7094 1.6339 5.7287
C 1.8720 3.0212 5.5189
C 2.4462 3.4878 4.3646
C 2.8478 2.5300 3.4009
C 2.7493 1.1661 3.6402
C 3.5715 2.8283 2.1405
N 4.2572 3.9110 1.9089
N 4.7181 3.7754 0.6351
C 4.2852 2.6493 0.2005
O 3.5467 1.9803 1.0996
C 4.4439 1.9838 -1.0399
C 5.1444 2.6216 -2.0524
C 5.3848 2.0088 -3.3042
C 5.0027 0.6849 -3.4804
C 4.2338 0.0285 -2.4704
C 3.8720 -1.4315 -2.6789
N 3.0641 -1.9518 -1.6531
C 1.7594 -1.7720 -1.5060
N 1.3507 -2.3600 -0.4011
C 2.4765 -2.9745 0.0710
N 3.5519 -2.6993 -0.6312
C 3.9684 0.6635 -1.2669
H 2.9356 -1.4089 5.0063
H 1.5038 -0.9549 5.9987
H 1.6556 -0.6573 2.0025
H -1.7161 -2.6649 3.4624
H 1.1947 1.3057 6.6675
H 1.4764 3.7027 6.2395
H 2.4316 4.5651 4.1906
H 3.1504 0.5285 2.8723
H 5.4646 3.6208 -1.9478
H 5.8568 2.5972 -4.0697
H 5.2733 0.1428 -4.3571
H 4.8122 -1.9821 -2.7239
H 3.3312 -1.5737 -3.6383
H 1.1856 -1.1081 -2.1241
H 2.4377 -3.6461 0.9033
H 3.4568 0.1900 -0.4614
C 0.1524 -6.3141 -1.5558
Sb -0.8476 -5.3364 0.0876
C -2.0399 -7.0599 0.3285
C 0.7036 -5.8418 1.4846
H -0.1277 -5.9034 -2.5114
H -0.0040 -7.3946 -1.5534
H 1.1917 -6.0969 -1.4264
H -1.3354 -7.8459 0.4542
H -2.5009 -7.2379 -0.6409
H -2.7391 -7.1728 1.1452
H 1.5926 -5.6945 0.9292
H 0.6937 -6.8591 1.8158
H 0.6613 -5.2975 2.4715
C -3.5201 1.9222 -3.6504
C -3.7904 1.6444 -2.1769
C -4.1857 2.9106 -1.5105
C -4.6683 0.4211 -2.0843
O -2.5209 1.2267 -1.5737
Si -1.2467 1.9677 -0.7211
S 0.2476 0.6030 -0.4843
O -1.8477 2.5684 0.7283
C -2.2524 1.9435 1.9586
C -3.2460 2.9353 2.5859
C -0.9993 1.7715 2.8344
C -2.9285 0.5952 1.7172
O -0.8372 3.3364 -1.5460
C 0.1443 4.3404 -1.1861
C 1.3085 4.2263 -2.1860
C -0.5632 5.6850 -1.3817
C 0.6215 4.2340 0.2409
H -4.4312 1.9594 -4.3419
H -2.8976 1.0991 -4.0491
H -3.0414 2.8924 -3.7961
H -5.1104 3.2478 -1.8950
H -3.4124 3.6763 -1.5962
H -4.3712 2.6641 -0.4227
H -5.7095 0.6934 -2.2818
H -4.6263 0.0614 -1.0402
H -4.2820 -0.3463 -2.7507
H -2.9443 3.9398 2.2774
H -3.3106 2.8979 3.6745
H -4.2820 2.6270 2.2580
H -0.4778 2.7213 3.0713
H -0.2789 1.2191 2.3176
H -1.1757 1.3082 3.8550
H -3.6952 0.6111 0.9479
H -3.3504 0.3151 2.6788
H -2.1479 -0.1264 1.3480
H 0.9368 4.0715 -3.2366
H 1.8628 3.2987 -1.8313
H 1.9780 5.0814 -2.1488
H -1.0959 5.7625 -2.3248
H 0.1956 6.4806 -1.2955
H -1.4475 5.7485 -0.6817
H 0.8844 3.1950 0.3788
H -0.2102 4.5899 0.9322
H 1.4599 4.8751 0.4305
N -2.4967 -1.8227 -0.8365
C -2.4770 -2.7433 -1.9181
C -1.5016 -2.7315 -2.9232
C -1.4952 -3.7455 -3.8715
C -2.4527 -4.7268 -3.8683
C -3.3726 -4.7756 -2.8818
C -3.4173 -3.7743 -1.9516
H -2.2873 -0.8203 -1.1036
H -3.2576 -1.8345 -0.2147
H -0.7884 -1.9743 -3.0515
H -0.8052 -3.7242 -4.7043
H -2.4301 -5.4234 -4.7004
H -4.0867 -5.5998 -2.8274
H -4.2647 -3.8303 -1.2529
*
```

The value obtained for the total energy is -90536.37031 eV. As for the HOMO-LUMO gap: 7.7 eV. The value obtained for the highest occupied orbital energy is -7.6 eV.

***

Record 8
ORCA calculation (ωB97M-V with the def2-TZVPD basis set) on 2 unconnected molecules or ions with the total composition C3H9N2 at a distorted geometry.

ORCA input file:
```
! RIJCOSX wB97M-V def2-TZVPD def2/J DEFGRID3
* xyz 1 1
C 0.8007 -0.2466 -1.8319
C -0.1146 -0.2356 1.3257
C -1.5000 -0.5389 1.4847
N 1.8408 -0.2386 -1.0113
N 0.2864 0.9469 -2.2045
H 0.2190 -0.9799 -1.8122
H 0.4228 -1.0048 1.8165
H 0.0835 0.6910 0.7839
H -1.6963 -1.3443 2.1546
H -2.3250 0.1403 1.6582
H 2.1598 -1.0747 -0.6829
H 2.2509 0.6558 -1.0097
H -0.3389 0.9863 -3.0027
H 0.5364 1.7318 -1.6122
*
```

The value obtained for the total energy is -6227.57226 eV. As for the HOMO-LUMO gap: 8.5 eV. The value obtained for the highest occupied orbital energy is -13.3 eV.

***

Record 9
ORCA calculation (ωB97M-V with the def2-TZVPD basis set) on a molecular structure, C18H45ClO12P3Zr at a distorted geometry.

ORCA input file:
```
! RIJCOSX wB97M-V def2-TZVPD def2/J DEFGRID3
* xyz 3 1
Zr -0.2144 0.9453 0.4493
Cl -2.3454 -0.0711 -0.6676
C -1.1659 5.1748 4.2397
C -1.4289 4.3943 2.9838
O -2.6151 3.5732 3.0778
P -2.5679 2.0116 3.0550
O -1.7294 1.4017 1.9177
O -2.0467 1.4929 4.4216
C -2.7122 1.8508 5.6873
C -3.2050 0.5683 6.3394
O -4.0410 1.5224 2.9610
C -4.8144 1.8225 1.7535
C -6.2942 1.6155 2.0046
H -1.0932 4.5444 5.1265
H -0.2845 5.8091 4.1526
H -1.9653 5.8861 4.4657
H -1.5269 5.0669 2.1313
H -0.5354 3.7895 2.7579
H -2.0233 2.4194 6.3031
H -3.5817 2.4720 5.4655
H -4.0132 0.7439 7.0464
H -3.5494 -0.1283 5.5773
H -2.3987 0.0925 6.8990
H -4.7042 2.8448 1.3774
H -4.4435 1.1448 0.9851
H -6.4842 0.5653 2.2275
H -6.6800 2.2033 2.8352
H -6.8216 1.9054 1.0973
C -0.9711 -4.9153 -1.9456
C -0.7220 -3.6888 -1.1030
O 0.6884 -3.2732 -1.2024
P 1.2804 -2.3216 -0.1250
O 0.5507 -0.9919 0.0319
O 1.2965 -3.1856 1.1841
C 1.9006 -2.7291 2.4308
C 1.6375 -3.7526 3.5089
O 2.7684 -2.0745 -0.5547
C 3.6348 -3.2272 -0.7928
C 5.0004 -2.7372 -1.2281
H -0.2619 -5.7276 -1.8125
H -1.9865 -5.2398 -1.7193
H -0.9503 -4.6505 -3.0045
H -1.3384 -2.8393 -1.4038
H -0.9942 -3.8757 -0.0596
H 2.9529 -2.4964 2.2841
H 1.3449 -1.8366 2.7521
H 2.2264 -4.6594 3.3617
H 1.9567 -3.3405 4.4667
H 0.5910 -4.0424 3.5678
H 3.7553 -3.8365 0.1040
H 3.1786 -3.8540 -1.5580
H 4.9203 -2.1350 -2.1347
H 5.3937 -2.0951 -0.4380
H 5.6808 -3.5636 -1.4109
C 4.4637 0.9342 -3.5500
C 3.2022 0.7741 -2.7461
O 2.0678 1.3227 -3.4930
P 0.6247 0.8295 -3.1131
O 0.2008 1.1383 -1.6927
O -0.3061 1.4467 -4.2112
C -0.7412 2.8434 -4.2927
C 0.3414 3.8633 -3.9472
O 0.5429 -0.7099 -3.3799
C 0.9476 -1.2843 -4.6483
C 2.1140 -2.2191 -4.5549
H 4.3072 0.5712 -4.5700
H 4.7416 1.9804 -3.6679
H 5.2906 0.3544 -3.1465
H 3.0282 -0.2689 -2.4713
H 3.2598 1.3247 -1.8006
H -1.0048 2.9440 -5.3428
H -1.6416 2.9881 -3.6987
H 0.4703 3.8905 -2.8570
H 1.2880 3.5484 -4.3737
H 0.0271 4.8615 -4.2369
H 0.0534 -1.7552 -5.0647
H 1.1173 -0.5312 -5.4253
H 1.9495 -3.0513 -3.8662
H 2.3862 -2.6474 -5.5180
H 3.0214 -1.7200 -4.2015
*
```

The value obtained for the total energy is -85620.52841 eV. As for the HOMO-LUMO gap: 7.1 eV. The value obtained for the highest occupied orbital energy is -18.8 eV.